Computed, not measured: a cluster of 10 separate species, C36H96B4F16N6O12 in total, with ωB97M-V/def2-TZVPD.

```
170
Properties=species:S:1:pos:R:3:lowdin_charge:R:1
C 7.8209 -4.3230 5.6851 -0.10
O 6.6997 -3.4698 5.8674 -0.17
C 5.6496 -3.7891 4.9668 -0.19
C 5.9213 -3.5379 3.4874 -0.10
N 6.2011 -2.0782 3.3012 0.07
H 5.3279 -1.5785 3.5557 0.14
H 6.8134 -1.7948 4.0727 0.18
C 6.6581 -1.5885 1.9409 -0.07
C 6.4816 -0.1181 1.6691 -0.18
O 5.1119 0.1665 1.9170 -0.19
C 4.6350 1.2927 1.2000 -0.08
H 8.1565 -4.2988 4.6452 0.07
H 7.5564 -5.3364 6.0009 0.09
H 8.6978 -4.0339 6.2620 0.09
H 4.8487 -3.0968 5.2284 0.12
H 5.3325 -4.8114 5.1874 0.13
H 5.0776 -3.8561 2.8764 0.12
H 6.7861 -4.0563 3.0698 0.12
H 5.9012 -2.1664 1.4144 0.11
H 7.6203 -2.0256 1.6840 0.14
H 6.7835 -0.0035 0.6258 0.14
H 6.9735 0.5239 2.4082 0.14
H 4.8768 1.2794 0.1331 0.09
H 4.9416 2.2442 1.6391 0.10
H 3.5514 1.1978 1.2774 0.07
C -6.7832 8.8633 -1.2180 -0.08
O -6.9434 7.4665 -1.0834 -0.24
C -7.7665 6.9866 -2.1197 -0.19
C -7.6219 5.4613 -2.0266 -0.07
N -6.2797 5.0698 -2.5674 0.07
H -5.8363 5.6660 -3.2628 0.18
H -5.6735 5.1623 -1.7272 0.13
C -6.1363 3.5874 -2.9200 -0.07
C -4.6510 3.2231 -2.7854 -0.21
O -4.1996 3.4505 -1.4860 -0.20
C -4.4196 2.3581 -0.5890 -0.05
H -6.2032 9.4046 -0.4660 0.11
H -7.7408 9.3935 -1.2157 0.10
H -6.2619 9.1289 -2.1448 0.10
H -7.6159 7.4875 -3.0791 0.14
H -8.8515 7.1024 -1.9897 0.14
H -8.4070 5.0019 -2.6249 0.14
H -7.7571 5.1841 -0.9858 0.14
H -6.5497 3.3834 -3.9074 0.14
H -6.8178 3.0887 -2.2307 0.13
H -4.1149 3.9615 -3.3931 0.14
H -4.4999 2.2071 -3.1541 0.14
H -4.5066 1.3453 -0.9816 0.10
H -5.2903 2.5941 0.0322 0.09
H -3.5875 2.3716 0.1178 0.08
C 1.0292 -3.1647 -3.4558 -0.05
O 0.9807 -3.5153 -4.8599 -0.20
C 1.4225 -4.8626 -4.9707 -0.22
C 1.4332 -5.3981 -6.4138 -0.08
N 2.1488 -4.3473 -7.2486 0.06
H 1.7428 -3.5431 -6.7447 0.16
H 3.1424 -4.2915 -7.0247 0.19
C 1.7961 -4.4203 -8.7405 -0.07
C 2.2762 -3.2149 -9.4919 -0.22
O 3.6247 -2.9668 -9.2595 -0.18
C 4.5736 -3.6401 -10.0725 -0.07
H 0.2463 -3.7796 -2.9980 0.09
H 0.5023 -2.2100 -3.4701 0.10
H 1.9953 -3.2128 -2.9604 0.09
H 0.6868 -5.5037 -4.4784 0.14
H 2.4306 -4.9365 -4.5561 0.14
H 0.3877 -5.5175 -6.6825 0.14
H 2.0225 -6.3108 -6.4052 0.14
H 0.7487 -4.7089 -8.7497 0.13
H 2.3659 -5.3310 -8.9462 0.14
H 1.6844 -2.3424 -9.2046 0.14
H 2.0542 -3.3524 -10.5567 0.14
H 5.5196 -3.1312 -9.8994 0.10
H 4.3383 -3.4794 -11.1278 0.10
H 4.6788 -4.6998 -9.8327 0.09
C -9.5273 9.5372 1.3114 -0.09
O -9.1316 8.2226 0.9602 -0.20
C -8.9956 7.3623 2.0660 -0.20
C -7.5786 7.4631 2.6310 -0.06
N -6.6678 6.7958 1.6045 0.07
H -6.9825 5.8576 1.3599 0.16
H -6.6045 7.2819 0.7029 0.11
C -5.2501 6.6167 2.1350 -0.04
C -4.4825 5.6552 1.2117 -0.15
O -4.6281 6.0383 -0.1722 -0.27
C -3.5355 6.7192 -0.7671 -0.06
H -9.9877 10.0657 0.4746 0.09
H -8.6472 10.1584 1.5095 0.09
H -10.2474 9.6073 2.1269 0.10
H -9.1656 6.3207 1.7828 0.13
H -9.7274 7.6139 2.8381 0.13
H -7.5942 6.8383 3.5246 0.15
H -7.2553 8.4727 2.8600 0.14
H -5.2783 6.1392 3.1139 0.14
H -4.8088 7.6032 2.0154 0.14
H -4.9847 4.6859 1.2948 0.12
H -3.4481 5.3787 1.4187 0.13
H -3.2910 7.6819 -0.3067 0.10
H -3.8455 6.8713 -1.8017 0.09
H -2.6707 6.0619 -0.6272 0.09
C -0.7262 2.7199 -1.9372 -0.08
O -0.6994 2.2416 -0.5945 -0.18
C -0.6044 3.2980 0.3147 -0.20
C -0.7203 2.7410 1.7510 -0.05
N 0.3421 1.6516 2.0015 0.08
H 0.7420 1.5054 1.0710 0.13
H 1.0984 2.0164 2.6138 0.10
C -0.1525 0.2897 2.4502 -0.08
C -0.4718 -0.5975 1.2661 -0.17
O 0.4742 -0.3478 0.2154 -0.21
C 1.6768 -1.1050 0.3022 -0.07
H -0.7436 1.8338 -2.5638 0.09
H 0.1153 3.3896 -2.1400 0.09
H -1.5832 3.3790 -2.0947 0.06
H -1.4948 3.9460 0.3502 0.11
H 0.2955 3.8977 0.1570 0.14
H -1.6531 2.2096 1.8872 0.11
H -0.5364 3.4965 2.5135 0.12
H -0.9189 0.4043 3.2162 0.15
H 0.7160 -0.0258 3.0343 0.12
H -1.4898 -0.4124 0.9298 0.12
H -0.3231 -1.6232 1.6060 0.12
H 1.9525 -1.3529 1.3325 0.07
H 2.5003 -0.4638 -0.0088 0.08
H 1.6280 -2.0360 -0.2610 0.08
C 2.6787 -5.2172 -0.6832 -0.08
O 2.9557 -6.5036 -0.1334 -0.18
C 4.3344 -6.8162 -0.1896 -0.20
C 4.3755 -8.2835 0.1956 -0.08
N 3.8632 -8.3458 1.6154 0.06
H 4.5315 -7.8906 2.2421 0.18
H 3.0939 -7.6602 1.6544 0.17
C 3.5496 -9.7128 2.1717 -0.09
C 3.0464 -9.5483 3.5857 -0.24
O 1.8297 -8.8692 3.5609 -0.17
C 1.2409 -8.7120 4.8414 -0.07
H 1.5869 -5.2115 -0.7408 0.09
H 3.2007 -5.0867 -1.6289 0.07
H 2.8533 -4.2992 -0.1153 0.08
H 4.9061 -6.1991 0.5080 0.13
H 4.7429 -6.7717 -1.2018 0.14
H 5.3624 -8.7379 0.1448 0.14
H 3.7051 -8.7850 -0.4994 0.14
H 4.5144 -10.2201 2.2238 0.14
H 2.9485 -10.2533 1.4450 0.14
H 3.9098 -9.0719 4.0750 0.13
H 2.9622 -10.5304 4.0604 0.14
H 0.2865 -8.2033 4.7336 0.10
H 1.8997 -8.0518 5.4155 0.10
H 1.1009 -9.6663 5.3543 0.10
B -3.1802 3.7200 3.8431 -1.27
F -4.4253 4.1906 4.3910 0.05
F -2.5274 2.8656 4.7058 0.15
F -3.4058 3.2776 2.5439 0.09
F -2.3194 4.8380 3.6793 0.08
B 5.2157 -3.1207 -1.1091 -1.30
F 5.2411 -3.6467 0.1807 0.10
F 6.4429 -2.4920 -1.3368 0.11
F 5.1262 -4.2185 -2.0320 0.05
F 4.1328 -2.2770 -1.2628 0.14
B 1.7223 3.6118 4.2811 -1.24
F 2.2955 2.8573 3.2247 0.08
F 1.2447 4.8346 3.7702 0.09
F 0.6177 2.8566 4.7341 0.11
F 2.6302 3.8768 5.2862 0.14
B 2.5664 -2.4911 3.5312 -1.24
F 2.7916 -3.3899 2.4576 0.09
F 2.6059 -3.1928 4.7418 0.12
F 3.5892 -1.5152 3.5203 0.11
F 1.3285 -1.8524 3.3782 0.11
```

Its total charge is +2. As for the energy relative to the best compared isomer or geometry (same formula, charge and spin): 524.66 kJ/mol. The value obtained for the lowest unoccupied orbital energy is -3.9450 eV. The calculation puts the highest occupied orbital energy at -11.9166 eV.